Record 1
C3H4O4Rb as an isolated structure in a non-equilibrium geometry, computed with ωB97M-V with the def2-TZVPD basis set.

The net charge is 0. The LUMO energy (alpha / beta) comes out at -0.6 / -0.7 eV. Its spin multiplicity is 2. The value obtained for the frontier orbital gap (alpha / beta) is 4.3 / 7.4 eV.

CARTESIAN COORDINATES (ANGSTROEM)
O 2.560 -1.711 -1.331
C 1.966 -0.755 -0.995
O 1.956 0.392 -0.670
O -0.519 -1.020 -0.297
C -2.111 -1.757 -0.536
C -3.093 -0.739 -0.924
O -3.109 0.393 -0.292
H -0.110 -1.659 0.298
H -2.274 -2.136 0.488
H -2.030 -2.589 -1.246
H -3.628 -0.833 -1.884
Rb -0.872 1.880 0.708

Atoms 1-6, force components in eV/Å:
O -2.15 -0.20 0.17
C 3.37 2.04 0.23
O -1.58 -1.53 -0.29
O -0.51 -0.35 -0.36
C -1.00 0.32 0.16
C 1.75 0.87 0.64


Record 2
C2H4N2Na4O4Pb as an isolated structure in a non-equilibrium geometry, computed with ωB97M-V with the def2-TZVPD basis set.

The net charge is +4. The LUMO energy comes out at -16.3 eV. The value obtained for the frontier orbital gap is 3.6 eV.

CARTESIAN COORDINATES (ANGSTROEM)
Na -0.199 1.342 -2.285
Na 1.508 1.677 3.551
Na 1.718 4.308 -2.598
Na 1.854 -1.187 0.748
Pb 2.858 4.326 1.382
C 1.269 1.975 0.173
O 1.101 3.060 -0.538
O 0.679 0.888 -0.050
O 2.061 2.045 1.223
C -1.062 -2.356 -0.226
O 0.166 -2.461 -0.378
N -1.929 -3.380 -0.462
N -1.698 -1.240 0.264
H -2.903 -3.193 -0.610
H -1.491 -4.165 -0.926
H -2.696 -1.275 0.373
H -1.238 -0.363 0.359

Atoms 1-6, force components in eV/Å:
Na -0.43 -0.62 0.20
Na -0.31 -0.54 0.48
Na -0.06 0.31 -0.33
Na -0.50 -0.89 -0.62
Pb -0.66 -1.13 -0.87
C -1.39 -0.51 -0.61


| no. | E_tot (eV) |
| --- | --- |
| 1 | -12019.009 |
| 2 | -36186.629 |